Entry 1:
The following is a quantum chemistry calculation of a molecular structure, BH52NiO24 in a non-equilibrium geometry, from OMol25.

XYZ file:
```
78
Properties=species:S:1:pos:R:3:lowdin_charge:R:1
Ni 0.269 0.223 0.044 0.643
B 1.254 1.133 1.695 -0.426
H 1.464 1.716 0.811 -0.001
H 0.198 0.997 1.864 0.015
H 1.774 0.190 1.760 0.010
H 1.592 1.721 2.534 0.001
O 0.743 4.389 -1.929 -0.049
H 0.714 5.284 -2.267 0.078
H -0.103 4.268 -1.497 -0.034
O -3.951 -1.440 -0.489 -0.027
H -4.579 -2.120 -0.733 0.072
H -3.853 -0.909 -1.280 0.048
O 0.361 3.836 2.446 -0.041
H 0.731 3.030 2.085 -0.050
H -0.584 3.742 2.321 0.015
O 0.140 -1.722 0.942 -0.023
H 0.662 -1.871 1.730 0.026
H -0.132 -2.597 0.665 0.022
O -3.809 -2.122 2.110 -0.032
H -3.954 -1.794 1.223 -0.022
H -4.414 -2.858 2.196 0.059
O -0.813 -0.409 4.908 -0.047
H -1.048 -1.210 4.440 -0.028
H -0.082 -0.045 4.409 -0.015
O 0.739 -3.303 -2.967 -0.025
H -0.087 -3.786 -2.944 0.069
H 1.413 -3.982 -3.001 0.080
O -0.323 -0.835 -1.637 -0.025
H -1.035 -0.764 -2.273 0.021
H 0.257 -1.504 -2.000 0.034
O 1.587 -2.612 3.282 -0.029
H 0.731 -3.037 3.347 0.030
H 1.757 -2.280 4.164 0.080
O -0.567 -4.410 0.613 -0.021
H -1.450 -4.752 0.476 0.056
H -0.222 -4.923 1.344 0.064
O -1.613 -2.927 3.649 -0.048
H -2.110 -2.730 2.855 -0.002
H -2.277 -3.016 4.332 0.062
O 2.221 -0.155 -0.869 -0.019
H 2.519 -0.827 -1.482 0.050
H 3.021 0.157 -0.446 0.028
O 4.106 1.341 0.468 -0.027
H 3.388 1.569 1.059 0.004
H 4.357 2.172 0.064 0.061
O 1.756 0.447 -5.244 -0.064
H 1.631 -0.136 -5.993 0.020
H 2.009 -0.134 -4.527 -0.042
O 3.642 -3.287 1.598 -0.062
H 3.719 -2.333 1.574 0.022
H 2.956 -3.456 2.244 -0.017
O -1.563 4.245 -0.880 -0.028
H -2.262 3.795 -0.405 0.006
H -1.907 5.124 -1.036 0.086
O -0.012 1.871 -1.141 -0.009
H -0.928 2.106 -1.286 0.033
H 0.478 2.660 -1.371 0.047
O 2.616 -1.458 -3.621 -0.024
H 1.903 -2.069 -3.431 -0.008
H 3.168 -1.921 -4.250 0.080
O 1.790 0.767 4.736 -0.051
H 2.565 1.284 4.956 0.053
H 1.648 0.934 3.804 -0.044
O 3.215 3.327 -2.708 -0.049
H 2.392 3.675 -2.363 -0.032
H 3.765 4.099 -2.839 0.031
O -1.806 0.459 0.415 -0.010
H -2.269 1.240 0.719 0.040
H -2.423 -0.258 0.565 0.049
O -2.701 1.280 -2.594 -0.034
H -1.953 1.490 -3.153 0.051
H -3.440 1.211 -3.199 0.049
O -2.149 -1.524 -3.572 -0.025
H -1.755 -1.616 -4.440 0.070
H -2.841 -2.186 -3.552 0.059
O -3.132 2.939 0.865 -0.007
H -3.065 3.629 1.524 0.086
H -4.045 2.968 0.579 0.088
```

Values from the calculation:
2S+1 = 3
HOMO-LUMO gap (alpha / beta) = 8.9 / 8.9 eV
Relative energy (zero: lowest compared OMol25 entry of this formula, charge and spin) = 94.8 kJ/mol
Net charge = +1

---

Entry 2:
The following is a quantum chemistry calculation of a molecular structure, C34H26FN14O3Tc in a non-equilibrium geometry, from OMol25.

XYZ file:
```
79
Properties=species:S:1:pos:R:3:lowdin_charge:R:1
Tc -1.738 0.167 0.179 1.500
C -2.697 4.354 0.480 -0.079
O -1.748 4.744 1.445 -0.089
C -1.104 3.811 2.208 -0.208
C -0.644 4.290 3.424 -0.009
C 0.055 3.473 4.297 -0.101
C 0.318 2.170 3.944 -0.061
C -0.153 1.625 2.741 -0.157
C 0.096 0.236 2.508 -0.076
N -0.425 -0.467 1.549 -0.175
N -0.091 -1.779 1.476 0.068
C -0.819 -2.422 0.595 -0.476
O -1.771 -1.860 -0.067 -0.178
C -0.457 -3.816 0.289 -0.151
C -1.013 -4.438 -0.826 -0.022
C -0.617 -5.712 -1.186 -0.084
C 0.347 -6.377 -0.447 -0.096
C 0.889 -5.773 0.678 -0.092
C 0.489 -4.503 1.046 -0.040
C -0.897 2.453 1.841 -0.267
O -1.410 1.984 0.737 -0.263
H -2.247 3.837 -0.369 0.078
H -3.152 5.285 0.141 0.090
H -3.465 3.714 0.923 0.097
H -0.871 5.317 3.671 0.116
H 0.366 3.864 5.255 0.094
H 0.871 1.528 4.612 0.102
H 0.738 -0.281 3.216 0.125
H -1.761 -3.899 -1.388 0.116
H -1.070 -6.188 -2.043 0.099
H 0.669 -7.366 -0.741 0.097
H 1.623 -6.303 1.270 0.099
H 0.892 -4.024 1.923 0.105
N -5.191 0.717 0.271 0.142
C -4.558 0.910 -0.919 -0.442
N -5.175 1.321 -2.020 0.017
N -4.222 1.374 -2.940 -0.098
N -3.095 1.027 -2.448 -0.115
N -3.238 0.712 -1.154 -0.107
C -4.557 0.379 1.425 -0.445
N -5.149 0.272 2.604 0.019
N -4.170 -0.067 3.440 -0.101
N -3.058 -0.172 2.830 -0.059
N -3.236 0.104 1.531 -0.119
H -6.178 0.907 0.318 0.142
N 5.789 -6.523 -3.164 0.154
C 4.986 -5.730 -2.950 -0.202
C 3.993 -4.754 -2.743 -0.238
C 3.797 -4.139 -1.501 -0.010
C 2.833 -3.169 -1.346 0.007
C 2.047 -2.762 -2.431 -0.159
C 2.229 -3.402 -3.663 0.004
C 3.174 -4.388 -3.818 -0.016
N 1.089 -1.761 -2.298 0.011
C 0.143 -1.384 -3.229 -0.027
C -0.629 -0.434 -2.648 -0.103
N -0.191 -0.207 -1.373 -0.034
C 0.848 -0.995 -1.201 -0.137
H 4.415 -4.428 -0.663 0.123
H 2.679 -2.737 -0.371 0.111
H 1.626 -3.125 -4.511 0.103
H 3.299 -4.879 -4.772 0.122
H 0.076 -1.806 -4.210 0.107
H -1.476 0.111 -3.026 0.059
H 1.466 -1.010 -0.326 0.122
F 2.766 7.567 0.782 0.038
C 2.520 6.250 0.556 -0.269
C 1.456 5.886 -0.261 -0.009
C 1.201 4.555 -0.464 -0.023
C 2.002 3.544 0.138 -0.305
C 1.744 2.208 -0.073 0.075
C 3.084 3.974 0.957 -0.032
C 3.333 5.305 1.167 -0.022
H 0.851 6.654 -0.719 0.118
H 0.374 4.251 -1.087 0.117
H 2.326 1.443 0.407 0.062
H 0.920 1.898 -0.687 0.040
H 3.703 3.223 1.421 0.109
H 4.151 5.636 1.789 0.113
```

Values from the calculation:
2S+1 = 4
HOMO-LUMO gap (alpha / beta) = 6.3 / 6.2 eV
Relative energy (zero: lowest compared OMol25 entry of this formula, charge and spin) = 50.5 kJ/mol
Net charge = -1

---

Entry 3:
The following is a quantum chemistry calculation of 7 unconnected molecules or ions with the total composition C13H36N6O12 in a non-equilibrium geometry, from OMol25.

XYZ file:
```
67
Properties=species:S:1:pos:R:3:lowdin_charge:R:1
C 0.200 15.763 22.607 -0.051
C 1.142 14.583 22.309 -0.160
N 0.809 13.744 21.062 -0.211
C 1.009 14.670 19.858 0.004
C 1.775 12.538 20.882 -0.132
C 1.680 11.551 22.032 -0.059
C -0.692 13.243 21.026 -0.039
C -1.058 12.160 20.004 -0.213
O -0.622 12.444 18.701 -0.205
C -0.650 11.294 17.792 -0.057
H -0.759 15.355 22.926 0.076
H 0.202 16.361 21.696 0.069
H 0.603 16.343 23.438 0.089
H 1.098 13.849 23.114 0.113
H 2.188 14.873 22.210 0.111
H 2.004 15.101 19.965 0.070
H 0.143 15.290 19.623 0.109
H 1.073 14.021 18.984 0.091
H 2.766 12.978 20.768 0.089
H 1.612 12.120 19.889 0.126
H 2.183 10.603 21.843 0.080
H 0.694 11.150 22.269 0.077
H 2.141 11.930 22.943 0.082
H -1.246 14.150 20.783 0.123
H -0.893 13.083 22.085 0.128
H -2.139 12.019 20.000 0.133
H -0.684 11.146 20.146 0.115
H -0.277 11.608 16.817 0.096
H -1.642 10.859 17.672 0.083
H -0.174 10.359 18.090 0.086
O 4.308 14.924 20.433 -0.434
H 4.994 15.512 20.062 -0.163
C 6.435 13.729 18.054 0.024
N 7.232 14.064 16.828 -0.453
O 8.211 13.397 16.615 0.076
O 6.762 14.886 16.092 0.066
H 5.417 13.526 17.722 0.102
H 6.367 14.681 18.579 0.055
H 6.980 12.982 18.632 0.088
C 7.182 16.608 20.767 0.045
N 8.051 15.400 21.038 -0.405
O 8.574 14.764 20.143 0.059
O 8.197 15.145 22.233 0.046
H 7.842 17.326 20.280 0.104
H 7.025 17.090 21.732 0.095
H 6.253 16.491 20.209 0.046
C 3.250 17.866 21.685 0.036
N 2.829 18.656 20.539 -0.420
O 3.601 19.445 20.011 0.072
O 1.718 18.368 20.015 0.019
H 3.341 18.624 22.463 0.111
H 4.217 17.443 21.412 0.081
H 2.516 17.119 21.987 0.069
C 5.418 12.270 21.113 0.024
N 5.064 10.887 21.611 -0.436
O 4.723 10.000 20.834 0.033
O 5.051 10.750 22.822 0.043
H 6.462 12.276 20.798 0.097
H 5.153 12.936 21.934 0.088
H 4.789 12.413 20.234 0.062
C 4.130 16.679 17.940 0.042
N 5.002 17.835 17.473 -0.382
O 6.240 17.715 17.573 0.030
O 4.426 18.849 17.025 0.039
H 3.204 16.706 17.366 0.104
H 3.984 16.860 19.005 0.051
H 4.687 15.770 17.716 0.061
```

Values from the calculation:
HOMO-LUMO gap = 8.0 eV
Relative energy (zero: lowest compared OMol25 entry of this formula, charge and spin) = 0.0 kJ/mol

---

Entry 4:
The following is a quantum chemistry calculation of C4H3ClO2 in the gas phase in a non-equilibrium geometry, from OMol25.

XYZ file:
```
10
Properties=species:S:1:pos:R:3:lowdin_charge:R:1
C -1.636 -1.660 1.297 0.000
C -2.893 -1.949 1.806 -0.474
C -0.284 -0.617 1.395 -0.662
C 0.026 0.186 0.201 -0.139
O -3.662 -2.373 2.584 0.179
O -2.833 -1.401 0.558 0.120
Cl 0.812 -0.922 2.613 0.721
H -0.379 1.195 0.329 0.092
H 1.098 0.267 0.039 0.075
H -0.458 -0.243 -0.677 0.087
```

Values from the calculation:
HOMO-LUMO gap (alpha / beta) = 8.6 / 8.1 eV
SMILES = C/C(Cl)=C1\OC1=O
Relative energy (zero: lowest compared OMol25 entry of this formula, charge and spin) = 397.2 kJ/mol

---

Entry 5:
The following is a quantum chemistry calculation of 2 unconnected molecules or ions with the total composition C2H5NO2S in a non-equilibrium geometry, from OMol25.

XYZ file:
```
11
Properties=species:S:1:pos:R:3:lowdin_charge:R:1
C -0.772 0.820 1.160 -0.320
C -0.190 -0.406 1.042 -0.071
N 1.564 -0.198 -2.243 -0.293
O -0.675 1.829 1.983 0.043
O -0.417 -1.832 -2.251 -0.490
S 0.761 -1.316 -1.582 0.815
H -1.403 1.212 0.339 0.128
H 0.461 -1.053 1.818 0.112
H -0.541 -0.953 0.158 -0.045
H 1.337 0.181 -3.168 0.018
H -0.124 1.716 2.744 0.104
```

Values from the calculation:
HOMO-LUMO gap = 8.9 eV
Relative energy (zero: lowest compared OMol25 entry of this formula, charge and spin) = 274.4 kJ/mol

---

Entry 6:
The following is a quantum chemistry calculation of a molecular structure, C13H16Cl2CsN3O in a non-equilibrium geometry, from OMol25.

XYZ file:
```
36
Properties=species:S:1:pos:R:3:lowdin_charge:R:1
Cs -0.415 0.788 -1.186 1.367
N -0.243 0.932 2.034 -0.045
C -0.445 2.162 2.780 -0.289
C -0.335 3.374 1.850 -0.212
C -1.524 3.465 0.892 -0.247
C -1.325 4.480 -0.236 -0.295
N -0.280 4.059 -1.169 -0.061
H -0.627 0.137 2.533 0.081
H 0.749 0.753 1.903 0.070
H 0.282 2.280 3.600 0.110
H -1.448 2.139 3.217 0.118
H 0.596 3.285 1.284 0.100
H -0.287 4.284 2.455 0.115
H -2.414 3.758 1.457 0.117
H -1.708 2.481 0.452 0.016
H -1.111 5.466 0.203 0.112
H -2.259 4.558 -0.797 0.112
H 0.630 4.294 -0.784 0.064
H -0.367 4.590 -2.030 0.071
Cl -3.389 -3.403 -1.085 0.688
C -1.670 -3.578 -1.085 -0.602
C -1.115 -4.840 -1.084 -0.136
C 0.254 -4.981 -1.084 -0.629
Cl 0.935 -6.579 -1.085 0.667
C 1.095 -3.861 -1.084 -0.182
C 2.502 -3.946 -1.085 -0.031
C 3.253 -2.805 -1.084 -0.058
C 2.586 -1.573 -1.084 -0.163
N 1.280 -1.447 -1.085 -0.047
C 0.516 -2.554 -1.085 -0.167
C -0.927 -2.378 -1.089 -0.480
O -1.472 -1.242 -1.099 -0.555
H -1.768 -5.698 -1.085 0.103
H 2.965 -4.920 -1.087 0.083
H 4.334 -2.837 -1.086 0.102
H 3.152 -0.646 -1.084 0.102
```

Values from the calculation:
HOMO-LUMO gap = 6.5 eV
Relative energy (zero: lowest compared OMol25 entry of this formula, charge and spin) = 85.1 kJ/mol

---

Entry 7:
The following is a quantum chemistry calculation of 22 unconnected molecules or ions with the total composition C18H78O24PS2 in a non-equilibrium geometry, from OMol25.

XYZ file:
```
123
Properties=species:S:1:pos:R:3:lowdin_charge:R:1
C -2.886 -1.248 -0.735 0.154
C -2.830 -1.450 0.426 -0.239
P -2.636 -1.707 2.124 0.636
S -0.909 -2.740 2.513 0.681
C -2.389 -0.182 3.061 -0.299
C -2.422 1.121 2.251 -0.214
C -1.229 1.275 1.277 -0.203
C -0.412 2.551 1.534 -0.193
C -1.001 3.767 0.805 -0.198
C -0.323 4.137 -0.520 -0.205
C 1.211 4.150 -0.534 -0.197
C 1.744 4.977 -1.724 -0.195
C 2.487 4.178 -2.794 -0.227
C 4.009 4.049 -2.558 -0.215
C 4.366 2.818 -1.739 -0.280
C 5.861 2.507 -1.729 -0.114
C -4.124 -2.579 2.661 -0.278
C -4.161 -4.092 2.330 -0.219
C -5.314 -4.509 1.409 -0.217
C -5.162 -3.989 -0.015 -0.233
S -6.462 -4.600 -1.082 0.618
O -5.918 -4.779 -2.403 -0.268
O -7.130 -5.704 -0.453 -0.251
O -7.490 -3.390 -1.157 -0.152
H -3.091 -1.031 -1.770 0.079
H -1.000 -3.795 1.691 -0.098
H -1.451 -0.273 3.615 0.097
H -3.194 -0.200 3.804 0.101
H -3.384 1.232 1.746 0.115
H -2.379 1.930 2.984 0.103
H -1.641 1.350 0.267 0.096
H -0.586 0.387 1.293 0.100
H -0.448 2.756 2.608 0.091
H 0.637 2.372 1.306 0.106
H -2.045 3.521 0.570 0.107
H -1.066 4.619 1.483 0.097
H -0.692 3.518 -1.343 0.093
H -0.647 5.153 -0.769 0.110
H 1.569 3.122 -0.651 0.099
H 1.605 4.480 0.433 0.112
H 0.904 5.523 -2.158 0.095
H 2.445 5.724 -1.340 0.097
H 2.364 4.634 -3.776 0.082
H 2.100 3.155 -2.863 0.097
H 4.357 4.945 -2.038 0.107
H 4.500 3.996 -3.530 0.101
H 4.038 2.949 -0.704 0.084
H 3.824 1.959 -2.141 0.088
H 6.424 3.236 -1.143 0.064
H 5.998 1.544 -1.236 0.064
H 6.240 2.404 -2.739 0.038
H -4.221 -2.397 3.731 0.104
H -4.935 -2.087 2.115 0.105
H -4.294 -4.636 3.263 0.124
H -3.229 -4.436 1.876 0.084
H -5.290 -5.600 1.363 0.125
H -6.277 -4.233 1.840 0.133
H -4.224 -4.273 -0.489 0.117
H -5.257 -2.900 -0.018 0.080
H -7.062 -2.562 -0.902 0.091
O 8.306 2.346 -3.593 -0.054
H 9.114 2.496 -3.092 0.042
H 8.588 1.794 -4.329 0.040
O 2.241 -1.983 0.717 -0.066
H 2.783 -1.333 1.192 0.014
H 1.463 -2.081 1.266 -0.055
O -10.341 -4.934 -0.683 -0.058
H -10.550 -5.767 -1.129 0.023
H -9.382 -4.871 -0.727 -0.012
O -0.778 0.388 -3.193 -0.035
H -1.298 0.235 -2.398 -0.005
H -1.007 -0.319 -3.806 0.048
O 2.200 -3.942 3.481 -0.060
H 2.418 -4.428 4.290 0.015
H 1.289 -3.671 3.608 -0.031
O -12.511 -5.774 1.537 -0.061
H -11.807 -5.719 2.188 0.027
H -12.104 -5.451 0.725 -0.002
O 4.682 -5.061 2.409 -0.042
H 4.932 -5.532 3.211 0.035
H 3.763 -4.802 2.570 0.010
O 3.331 6.875 -4.131 -0.040
H 2.817 7.678 -4.004 0.042
H 3.411 6.791 -5.086 0.045
O 5.321 3.635 1.314 -0.055
H 5.782 4.483 1.334 0.020
H 6.020 2.971 1.348 0.008
O 4.798 -0.471 1.374 -0.065
H 5.420 -0.377 2.107 0.008
H 5.273 -1.027 0.748 0.037
O 7.278 0.994 2.304 -0.039
H 7.877 1.007 3.056 0.050
H 7.728 1.492 1.613 0.043
O -0.868 3.843 -3.848 -0.056
H -0.928 2.879 -3.828 0.019
H 0.023 4.001 -4.181 0.016
O 3.747 1.693 -4.666 -0.038
H 4.486 1.095 -4.816 0.045
H 2.992 1.115 -4.522 0.042
O -11.683 -6.259 -2.899 -0.049
H -12.159 -5.423 -2.928 0.048
H -11.592 -6.522 -3.820 0.046
O 0.075 2.891 -6.299 -0.062
H -0.483 3.671 -6.197 0.028
H 0.165 2.768 -7.249 0.040
O -1.865 4.386 4.004 -0.049
H -1.254 4.992 4.437 0.051
H -2.656 4.410 4.551 0.042
O 3.312 -5.040 6.109 -0.041
H 3.712 -5.914 6.152 0.051
H 3.675 -4.565 6.863 0.055
O 6.682 -2.525 2.223 -0.059
H 7.428 -3.120 2.081 0.021
H 5.936 -3.122 2.367 0.011
O 7.981 -5.333 2.653 -0.043
H 8.170 -4.930 3.507 0.046
H 7.024 -5.438 2.641 0.005
O -6.958 -1.905 -3.570 -0.059
H -6.325 -2.634 -3.556 0.012
H -7.810 -2.347 -3.499 0.039
O 5.183 6.767 0.893 -0.049
H 5.214 7.713 1.063 0.040
H 4.248 6.565 0.787 0.033
```

Values from the calculation:
HOMO-LUMO gap = 7.3 eV
Net charge = +1

---

Entry 8:
The following is a quantum chemistry calculation of C6H6 in the gas phase, from OMol25.

XYZ file:
```
12
Properties=species:S:1:pos:R:3:lowdin_charge:R:1
C 1.256 -0.410 -0.978 -0.090
C -0.052 0.389 -0.965 -0.218
C -0.894 0.043 0.197 -0.120
C -1.473 -0.785 0.963 -0.039
C -1.147 -0.777 2.506 0.049
C -0.801 0.376 1.895 -0.157
H 1.821 -0.204 -1.893 0.074
H 1.881 -0.150 -0.119 0.079
H 1.045 -1.482 -0.933 0.082
H -0.646 0.162 -1.858 0.122
H 0.142 1.466 -0.988 0.113
H -1.132 1.373 2.173 0.107
```

Values from the calculation:
HOMO-LUMO gap = 8.5 eV
Relative energy (zero: lowest compared OMol25 entry of this formula, charge and spin) = 709.4 kJ/mol